# 1
Formula: C4H8N2O
Source: the OMol25 dataset
Level of theory: ωB97M-V with the def2-TZVPD basis set

```
15
Properties=species:S:1:pos:R:3:forces:R:3
H -1.695666 1.398951 -0.810690 -0.028 0.027 0.014
N -0.615488 -0.165186 0.047749 -0.111 -0.033 -0.023
O 1.117149 -1.622799 0.041230 0.182 -0.329 -0.029
H -2.216523 -1.213281 0.890495 -0.022 0.006 -0.029
C 2.746012 0.533290 -0.126640 0.138 -0.371 -0.177
H -2.251467 -1.071688 -0.881721 -0.013 -0.005 0.031
H 3.186768 -0.407340 -0.462249 -0.089 -0.091 0.023
C 0.693442 -0.485785 0.065282 0.134 -0.108 -0.048
H -0.291621 1.874976 0.174209 -0.190 0.010 0.002
C -1.123045 1.181762 0.094706 -0.040 0.307 0.012
N 1.527935 0.666144 0.152879 0.007 0.596 0.231
H 3.391163 1.395031 -0.032655 0.138 0.176 0.023
H -1.780969 1.299038 0.959331 -0.039 0.032 -0.011
C -1.602544 -1.214590 -0.014129 0.054 -0.278 -0.027
H -1.085146 -2.168528 -0.097797 -0.120 0.061 0.007
```
Positions in Å, forces in eV/Å.

Summary:
Kohn-Sham gap	10.009	eV
molar mass	100.1	g mol⁻¹
ΔE to the lowest compared entry with this formula, charge and spin	31.9	kcal/mol
structure (SMILES)	C=NC(=O)N(C)C
multiplicity	1
LUMO energy	0.69	eV
total energy	-341.952781	Eh

=====

# 2
Formula: C4H8N2O
Source: the OMol25 dataset
Level of theory: ωB97M-V with the def2-TZVPD basis set

```
15
Properties=species:S:1:pos:R:3:forces:R:3
C 0.459879 -0.052275 0.110195 -0.019 -0.062 -0.126
H -0.776579 -1.823315 -0.014439 -0.035 0.185 0.034
H 0.977734 0.582645 1.924079 0.029 -0.024 -0.186
C 0.691849 1.222523 -0.709145 0.008 0.047 0.030
H -0.203606 1.844101 -0.631231 0.139 -0.083 0.050
H 1.567475 1.781652 -0.365453 -0.131 -0.103 0.061
C 1.646714 -0.945290 0.082058 0.769 -0.563 0.174
H -2.812160 -0.492786 -0.019021 0.059 0.029 -0.082
C -0.815110 -0.780437 -0.366167 0.154 -0.149 -0.120
H -0.844334 -0.798827 -1.462324 0.121 -0.011 0.190
H 0.847115 0.979281 -1.767159 0.001 -0.064 0.244
H -1.809611 0.087518 1.138016 -0.244 0.065 -0.131
N 2.583673 -1.601399 0.254474 -0.838 0.579 -0.400
O 0.209806 0.190804 1.492050 0.156 0.305 0.168
N -1.938371 -0.004120 0.134688 -0.170 -0.151 0.095
```
Positions in Å, forces in eV/Å.

Summary:
Kohn-Sham gap	10.477	eV
molar mass	100.1	g mol⁻¹
ΔE to the lowest compared entry with this formula, charge and spin	35.9	kcal/mol
structure (SMILES)	C[C@](O)(C#N)CN
multiplicity	1
LUMO energy	0.74	eV
total energy	-341.946371	Eh

=====

# 3
Formula: C4H8N2O
Source: the OMol25 dataset
Level of theory: ωB97M-V with the def2-TZVPD basis set

```
15
Properties=species:S:1:pos:R:3:forces:R:3
H 0.760523 -1.138177 -0.369476 -0.013 0.145 0.022
H 0.430900 -0.496851 2.361608 -0.220 0.033 -0.152
H -1.727749 -0.144576 -1.734022 0.078 -0.179 -0.011
N -0.697028 -0.012395 0.579769 0.074 0.143 0.030
N 2.365179 1.487683 0.592663 -0.634 -0.806 -0.314
H 0.980374 0.242256 -2.364985 -0.062 0.076 0.071
O -0.950578 -0.309742 -2.284082 -0.226 0.065 0.111
C 0.456602 -0.087125 -0.302658 -0.083 -0.119 -0.108
H -0.491355 -1.825894 1.618593 0.003 0.186 -0.013
C 1.584615 0.725538 0.206739 0.693 0.779 0.288
H -0.895802 0.964229 0.788769 0.046 -0.166 -0.044
C 0.112381 0.404900 -1.721247 0.318 0.190 0.035
H -1.349082 -0.550901 2.487370 0.119 -0.030 -0.038
C -0.502202 -0.750023 1.827501 -0.051 -0.118 0.128
H -0.076778 1.491077 -1.686542 -0.042 -0.198 -0.005
```
Positions in Å, forces in eV/Å.

Summary:
Kohn-Sham gap	10.900	eV
molar mass	100.1	g mol⁻¹
ΔE to the lowest compared entry with this formula, charge and spin	40.8	kcal/mol
structure (SMILES)	CN[C@H](C#N)CO
multiplicity	1
LUMO energy	0.85	eV
total energy	-341.938552	Eh

=====

# 4
Formula: C4H8N2O
Source: the OMol25 dataset
Level of theory: ωB97M-V with the def2-TZVPD basis set

```
15
Properties=species:S:1:pos:R:3:forces:R:3
N -2.070980 -0.971871 1.622735 1.092 0.441 0.058
H -0.790499 -0.236036 -1.896780 0.042 -0.102 0.040
C 0.011160 -0.313946 0.957312 0.724 0.467 -1.294
H 2.417659 1.450588 -0.977154 -0.067 -0.078 -0.101
C 0.274277 -0.041748 -1.786731 0.003 -0.222 0.249
O 0.606868 -0.554055 1.988594 -0.128 -0.011 -0.374
H 0.829733 -0.959863 -1.983567 -0.066 -0.008 -0.083
H 0.558002 0.701707 -2.533113 0.069 0.018 0.098
H -2.971872 -1.297058 1.312324 0.203 -0.093 0.058
C 0.599495 0.463413 -0.386849 -2.884 -0.291 1.566
H -0.472259 1.029062 -0.028770 1.618 0.248 -0.493
H -1.538163 -1.445066 2.349647 -0.483 0.047 0.073
C 1.761344 1.151420 -0.170894 1.345 0.648 0.283
N -1.323503 -0.347833 0.703867 -1.349 -1.071 -0.128
H 2.108737 1.371286 0.829378 -0.118 0.006 0.049
```
Positions in Å, forces in eV/Å.

Summary:
Kohn-Sham gap (spin up / spin down)	6.711 / 8.352	eV
molar mass	100.1	g mol⁻¹
ΔE to the lowest compared entry with this formula, charge and spin	124.2	kcal/mol
multiplicity	1
LUMO energy (spin up / spin down)	-0.80 / 0.00	eV
total energy	-341.805697	Eh

=====

Q: Which value of total energy does entry 1 give?
A: -341.952781 Eh